Formula: C6H12N2
Source: the Open Molecules 2025 dataset
Level of theory: ωB97M-V/def2-TZVPD

## Properties
highest occupied orbital energy	-0.3475	Ha
structure (SMILES)	CC(C)(C)C#N.C=N
lowest unoccupied orbital energy	0.75	eV
E	-9395.654	eV

Cartesian coordinates (Å):
C -1.2414 -1.1286 0.0109
C -0.7964 0.2683 -0.4390
C -1.2889 0.5602 -1.8630
C -1.3084 1.3366 0.5360
C 0.6587 0.3149 -0.4407
N 1.7842 0.3775 -0.6771
H -2.3274 -1.1739 0.0466
H -0.8858 -1.8867 -0.6840
H -0.8483 -1.3586 0.9985
H -2.3775 0.5327 -1.8886
H -0.9561 1.5430 -2.1922
H -0.9071 -0.1818 -2.5618
H -0.9708 2.3269 0.2354
H -2.3958 1.3320 0.5452
H -0.9542 1.1382 1.5448
C 2.8077 -0.5009 1.5459
N 2.9426 -1.7116 1.2842
H 1.8413 -0.1580 1.9953
H 3.4716 0.3256 1.2882
H 3.7521 -1.9555 0.7153

Formula: C6H12N2
Source: the Open Molecules 2025 dataset
Level of theory: ωB97M-V/def2-TZVPD

## Properties
highest occupied orbital energy	-0.3249	Ha
structure (SMILES)	C1=N\NCCCCC/1
lowest unoccupied orbital energy	0.70	eV
E	-9389.871	eV

Cartesian coordinates (Å):
C 0.7092 1.7010 -0.5194
N -0.4783 1.9800 0.0165
N -0.5890 0.8511 1.1129
C -1.7077 0.3834 0.5181
C -1.1327 -0.7607 -0.5474
C -0.0219 -1.5834 0.1723
C 1.3641 -0.8918 -0.3556
C 1.6069 0.5891 -0.0064
H 0.6086 1.7674 -1.7140
H -0.8293 1.2266 2.1236
H -2.2372 1.1690 -0.3774
H -2.6083 -0.0631 1.2852
H -1.9954 -1.4046 -0.8334
H -0.9017 0.0398 -1.4352
H -0.0412 -2.5924 -0.4703
H 0.0076 -1.7901 1.2958
H 2.1965 -1.3001 0.4356
H 1.5046 -0.9263 -1.4021
H 2.6119 0.9011 -0.4829
H 1.9334 0.7041 1.1840

Formula: C6H12N2
Source: the Open Molecules 2025 dataset
Level of theory: ωB97M-V/def2-TZVPD

## Properties
highest occupied orbital energy	-0.3157	Ha
structure (SMILES)	Cc1c[nH]cn1.CC
lowest unoccupied orbital energy	0.90	eV
E	-9395.990	eV

Cartesian coordinates (Å):
C -1.4938 1.2321 -1.0341
C -0.6587 1.2976 0.1997
C -0.9344 1.1456 1.5439
N 0.2544 1.1919 2.1998
C 1.2356 1.2955 1.2573
N 0.7168 1.2907 0.0530
H -1.0626 0.5326 -1.7566
H -1.8487 2.1258 -1.5293
H -2.3273 0.5456 -0.7760
H -1.9369 0.9906 1.9077
H 0.3172 1.2705 3.1888
H 2.2369 1.6576 1.4196
C -0.1985 -3.3723 -1.5397
C 1.1540 -2.7042 -1.8792
H 0.0136 -4.3407 -1.0922
H -0.7505 -2.6691 -0.9260
H -0.8352 -3.6247 -2.3923
H 1.9073 -3.4931 -1.7361
H 1.2946 -2.1827 -2.8105
H 1.4818 -2.0502 -1.0702

Formula: C6H12N2
Source: the Open Molecules 2025 dataset
Level of theory: ωB97M-V/def2-TZVPD

## Properties
highest occupied orbital energy	-0.3285	Ha
structure (SMILES)	NCC/C=C\[C@@H]1CN1
lowest unoccupied orbital energy	0.98	eV
E	-9392.229	eV

Cartesian coordinates (Å):
N -1.1486 -1.5723 -0.3716
C -2.0091 -0.3524 -0.0279
C -1.2683 0.8951 0.6132
C -0.3494 1.6339 -0.1934
C 0.9221 1.3900 -0.4131
C 1.6574 0.3405 0.4601
C 2.3955 -0.6946 -0.2697
N 1.2397 -1.0070 0.5616
H -0.6223 -1.8913 0.4480
H -1.7414 -2.3877 -0.7693
H -2.7086 -0.8331 0.7105
H -2.6293 -0.0333 -0.8127
H -2.2093 1.7410 0.6928
H -0.7769 0.6448 1.6673
H -0.7919 2.1319 -1.1996
H 1.4768 1.8504 -1.2467
H 2.1908 0.7727 1.3941
H 3.4266 -0.8037 0.2740
H 2.5463 -0.7090 -1.4251
H 0.4001 -1.1160 -0.0925

Formula: C6H12N2
Source: the Open Molecules 2025 dataset
Level of theory: ωB97M-V/def2-TZVPD

## Properties
highest occupied orbital energy	-0.2815	Ha
structure (SMILES)	CC(C)=C/N=C(/C)N
lowest unoccupied orbital energy	0.89	eV
E	-9395.666	eV

Cartesian coordinates (Å):
C 2.0577 -1.6012 -0.0064
C 1.2625 -0.3738 -0.3302
C 1.7374 0.9048 0.3093
C 0.2739 -0.3996 -1.2669
N -0.7005 0.5417 -1.2185
C -1.4625 0.3871 -0.1528
C -2.2624 1.5822 0.3010
N -1.7961 -0.8081 0.4632
H 1.7029 -2.4776 -0.5589
H 1.9400 -1.8257 1.0616
H 3.1214 -1.4706 -0.2213
H 2.8259 0.9942 0.2212
H 1.3110 1.7964 -0.1611
H 1.4806 0.9213 1.3728
H 0.0931 -1.2685 -1.8979
H -1.9821 1.8081 1.3353
H -3.3333 1.3670 0.2607
H -2.0510 2.4539 -0.3212
H -1.4777 -1.6454 -0.0077
H -2.7408 -0.8862 0.8178

Formula: C6H12N2
Source: the Open Molecules 2025 dataset
Level of theory: ωB97M-V/def2-TZVPD

## Properties
highest occupied orbital energy	-0.3049	Ha
structure (SMILES)	Cc1c[nH]cn1.CC
lowest unoccupied orbital energy	0.90	eV
E	-9394.960	eV

Cartesian coordinates (Å):
C -1.2032 -0.4461 0.8815
C -0.8820 -0.8486 -0.5633
C -1.7393 -1.7250 -1.3229
N -1.2027 -1.9419 -2.5386
C -0.0949 -1.1505 -2.6170
N 0.1318 -0.5023 -1.4270
H -1.0011 0.5216 1.4112
H -1.0106 -1.2728 1.5763
H -2.3151 -0.3477 0.9228
H -2.6872 -2.1932 -1.0146
H -1.5733 -2.4175 -3.3126
H 0.5200 -0.9717 -3.4354
C 2.1738 2.2583 1.4386
C 1.1353 1.1212 1.3662
H 2.7084 2.4603 0.5618
H 1.4766 2.9870 1.8478
H 2.9161 2.0277 2.1739
H 1.6649 0.1709 1.5959
H 0.5454 1.0179 0.3810
H 0.4371 1.2524 2.0744

Formula: C6H12N2
Source: the Open Molecules 2025 dataset
Level of theory: ωB97M-V/def2-TZVPD

## Properties
highest occupied orbital energy	-0.3219	Ha
structure (SMILES)	Cc1c[nH]cn1.CC
lowest unoccupied orbital energy	0.88	eV
E	-9394.706	eV

Cartesian coordinates (Å):
C 1.2168 1.1154 -2.4247
C 0.3381 1.4724 -1.2270
C -0.0706 2.6928 -0.8527
N -1.0948 2.5287 0.0435
C -1.1922 1.1816 0.3370
N -0.5123 0.4735 -0.5613
H 1.6947 1.9065 -2.9995
H 0.4950 0.4707 -3.1033
H 1.9970 0.3979 -2.2642
H 0.4255 3.6271 -1.1671
H -1.6988 3.3081 0.0448
H -1.8175 0.7014 1.1848
C 0.0481 -1.9935 2.2260
C -0.0422 -3.0179 0.9970
H 1.1593 -1.9456 2.3362
H -0.3147 -0.9802 1.9688
H -0.3620 -2.5594 3.1998
H -0.9891 -2.6341 0.3839
H 0.8172 -2.7763 0.4758
H -0.0974 -3.9691 1.4024

Formula: C6H12N2
Source: the Open Molecules 2025 dataset
Level of theory: ωB97M-V/def2-TZVPD

## Properties
highest occupied orbital energy (spin up / spin down)	-0.2182 / -0.2284	Ha
lowest unoccupied orbital energy (spin up / spin down)	0.34 / 0.72	eV
E	-9391.839	eV

Cartesian coordinates (Å):
C -1.1287 -0.2228 -0.7134
C -1.2524 0.1187 0.7163
C -0.4313 -1.4599 -1.1672
C 0.0997 0.8340 0.8606
N 0.1108 1.4826 -1.3449
C 1.2981 0.1701 1.2341
C 1.4716 -1.0857 1.7187
N 0.2094 1.9748 0.0381
H -1.8875 0.1572 -1.3888
H 0.0004 2.2612 -2.0091
H 0.9931 1.0173 -1.5567
H -0.6101 2.5725 0.1345
H -1.2609 -0.7669 1.3534
H -2.1015 0.7693 0.9356
H 2.1831 0.7960 1.1355
H -1.0521 -2.3325 -0.9318
H -0.2570 -1.4631 -2.2443
H 0.5130 -1.6087 -0.6352
H 0.6578 -1.7937 1.8153
H 2.4445 -1.4204 2.0490

Formula: C6H12N2
Source: the Open Molecules 2025 dataset
Level of theory: ωB97M-V/def2-TZVPD

## Properties
highest occupied orbital energy	-0.2927	Ha
lowest unoccupied orbital energy	0.90	eV
E	-9388.135	eV

Cartesian coordinates (Å):
C 0.0944 0.3238 1.9266
C 0.0557 1.3474 0.8571
C 1.3266 1.3535 0.0106
C -1.3066 1.1300 0.0436
C 0.0778 -1.5053 -1.8111
C -0.9867 -2.3751 -1.0065
H -0.9398 -0.2437 2.2232
H 1.0342 -0.5964 1.5176
H 0.5373 1.0152 2.8862
H 0.2572 2.5328 1.3041
H 2.3146 1.6845 0.5533
H 1.3660 2.3037 -0.4687
H 1.8716 0.5074 -0.4744
H -1.9335 1.9585 0.0073
H -0.0383 -0.9973 -3.0557
H 1.1231 -2.1541 -1.4652
H -0.7282 -3.0930 -0.3248
H -2.1745 -2.5126 -1.2796
N -1.4169 0.1612 -0.8031
N -0.5340 -0.8406 -0.6405

Formula: C6H12N2
Source: the Open Molecules 2025 dataset
Level of theory: ωB97M-V/def2-TZVPD

## Properties
highest occupied orbital energy	-0.3176	Ha
structure (SMILES)	Cc1c[nH]cn1.CC
lowest unoccupied orbital energy	0.90	eV
E	-9396.497	eV

Cartesian coordinates (Å):
C -1.9591 -1.3572 -0.6384
C -1.7921 -0.2363 0.3281
C -2.5320 0.8982 0.5043
N -1.8532 1.6911 1.3823
C -0.6676 1.0629 1.6342
N -0.5779 -0.0479 0.9709
H -2.5413 -2.1943 -0.2644
H -0.9893 -1.6973 -0.9980
H -2.4512 -0.9822 -1.5411
H -3.5136 1.0927 0.1041
H -2.1266 2.5888 1.7356
H 0.1202 1.4609 2.2531
C 2.3752 0.1310 -0.0791
C 2.8869 -0.6591 -1.2723
H 2.0070 -0.5632 0.6819
H 3.1865 0.6374 0.4458
H 1.4939 0.7167 -0.3167
H 2.0871 -1.0920 -1.8823
H 3.5592 -1.4764 -1.0199
H 3.2879 0.0261 -2.0280

Formula: C6H12N2
Source: the Open Molecules 2025 dataset
Level of theory: ωB97M-V/def2-TZVPD

## Properties
highest occupied orbital energy	-0.3045	Ha
lowest unoccupied orbital energy	1.04	eV
E	-9392.151	eV

Cartesian coordinates (Å):
C -0.5467 -0.8633 -0.3120
C -0.8648 -2.1074 0.0432
C 1.2268 0.0785 -0.8895
C -1.3021 0.4244 -0.0555
C 2.5288 -0.3143 -0.2738
C -1.4965 0.6293 1.4547
N 0.7977 1.3860 -0.6424
N -0.6410 1.5729 -0.7581
H -1.9604 -2.1993 0.1107
H -0.1774 -2.9071 -0.0476
H 1.2250 -0.1934 -2.0444
H -2.3673 0.2793 -0.3764
H 2.6129 -1.4195 -0.4503
H 2.6079 -0.1548 0.9118
H 3.2250 0.3415 -0.6448
H -0.5699 0.3919 1.9491
H -2.3972 0.1389 1.9735
H -1.6367 1.6815 1.4341
H 0.8044 1.7466 0.3403
H -1.0686 1.4883 -1.7225

Formula: C6H12N2
Source: the Open Molecules 2025 dataset
Level of theory: ωB97M-V/def2-TZVPD

## Properties
highest occupied orbital energy (spin up / spin down)	-0.1499 / -0.3459	Ha
lowest unoccupied orbital energy (spin up / spin down)	0.93 / -0.92	eV
E	-9388.424	eV
2S+1	3

Cartesian coordinates (Å):
C -2.0019 1.4578 0.4178
C -1.3291 2.4283 0.7144
C -0.1703 -1.7002 -0.4198
C 0.9888 -1.3823 0.1926
C -0.1533 3.2693 1.0390
C -0.8497 -3.0155 -0.1288
N 1.5800 0.3163 -1.3904
N 1.9307 -0.3845 -0.2698
H -2.8612 0.9107 0.0830
H -0.3373 -1.2345 -1.3735
H 1.3510 -1.7045 1.1594
H -0.3078 4.2492 0.5786
H 0.5353 2.7245 0.5269
H -0.0408 3.2415 2.0714
H -1.9362 -2.8998 -0.1033
H -0.6598 -3.3088 0.9463
H -0.5215 -3.7219 -0.8577
H 1.3916 -0.2396 -2.2531
H 0.8025 0.9634 -1.2591
H 2.5892 0.0304 0.3259

The lowest E belongs to which entry?
number 10

The lowest E belongs to which entry?
number 10

What did the fifth record say?
Formula: C6H12N2
Source: the Open Molecules 2025 dataset
Level of theory: ωB97M-V/def2-TZVPD

## Properties
highest occupied orbital energy	-0.2815	Ha
structure (SMILES)	CC(C)=C/N=C(/C)N
lowest unoccupied orbital energy	0.89	eV
E	-9395.666	eV

Cartesian coordinates (Å):
C 2.0577 -1.6012 -0.0064
C 1.2625 -0.3738 -0.3302
C 1.7374 0.9048 0.3093
C 0.2739 -0.3996 -1.2669
N -0.7005 0.5417 -1.2185
C -1.4625 0.3871 -0.1528
C -2.2624 1.5822 0.3010
N -1.7961 -0.8081 0.4632
H 1.7029 -2.4776 -0.5589
H 1.9400 -1.8257 1.0616
H 3.1214 -1.4706 -0.2213
H 2.8259 0.9942 0.2212
H 1.3110 1.7964 -0.1611
H 1.4806 0.9213 1.3728
H 0.0931 -1.2685 -1.8979
H -1.9821 1.8081 1.3353
H -3.3333 1.3670 0.2607
H -2.0510 2.4539 -0.3212
H -1.4777 -1.6454 -0.0077
H -2.7408 -0.8862 0.8178